Molecular formula: C3H3F3N3O2
Method: DFT, ωB97M-V/def2-TZVPD

```
14
Properties=species:S:1:pos:R:3:forces:R:3:nbo_charge:R:1
C 1.22302 -1.74228 0.31012 -1.713 1.379 -3.320 1.180
O -0.47522 3.06945 -0.06553 0.555 -1.359 -0.323 -0.333
F 1.84457 -1.41594 1.35573 1.203 -1.538 3.208 -0.255
N -0.44756 1.84468 -0.03729 -1.038 0.664 3.166 0.226
H -2.02202 -0.53230 0.26429 2.385 -0.081 -0.633 0.331
F 1.74320 -0.88102 -0.57527 -0.480 1.100 -1.478 -0.337
C -0.54122 0.89237 0.89877 -0.906 -0.621 -1.397 -0.079
H -0.80156 0.76170 1.99147 0.702 1.607 -1.288 0.314
N -0.55613 -0.08774 -1.19552 0.757 0.399 -5.378 0.128
C -0.83067 -0.38543 0.12775 -1.161 0.384 3.084 0.127
H 0.08359 1.81764 -1.89657 0.576 0.382 -3.032 0.492
O -0.17463 -1.52525 0.52331 -0.173 -0.982 -0.142 -0.494
N -0.38522 1.09376 -1.40927 -0.895 -1.107 5.691 -0.040
F 1.33986 -2.90963 -0.29199 0.189 -0.227 1.843 -0.259
```
Positions in Å, forces in eV/Å.

The HOMO-LUMO gap (spin up / spin down) comes out at 7.5531 / 7.5540 eV. Its spin multiplicity is 1. As for the SMILES: [O-][N+]1=C[C@H](OC(F)(F)F)N=[NH+]1. The calculation puts the energy relative to the best compared isomer or geometry (same formula, charge and spin) at 0.936 eV. The LUMO energy (spin up / spin down) is -7.5434 / -7.5441 eV. Its charge is +1. The value obtained for the HOMO energy (spin up / spin down) is -0.555 / -0.555 Eh.

---

Molecular formula: C2H5F2N
Method: DFT, ωB97M-V/def2-TZVPD

```
10
Properties=species:S:1:pos:R:3:forces:R:3:nbo_charge:R:1
F -1.45576 0.78434 0.61904 0.343 -0.452 -0.123 -0.352
N 0.66159 1.18511 0.01182 2.144 0.031 0.083 -0.874
C -0.37935 0.29711 -0.07206 -1.995 2.593 -3.333 0.503
H 1.43731 0.79805 -0.55663 -0.506 1.029 0.692 0.390
F 0.53504 -1.85464 -0.53850 1.478 -0.724 -2.122 -0.338
H -0.94514 -1.64811 0.67287 -0.087 0.998 -0.359 0.177
C -0.03995 -1.06878 0.36629 -3.709 -2.107 -0.047 -0.029
H -0.89059 0.43487 -1.76190 0.707 -0.989 3.407 -0.067
H 0.51559 -1.13713 1.22156 1.947 0.796 2.296 0.179
H 0.56125 2.20919 0.03751 -0.322 -1.176 -0.493 0.411
```
Positions in Å, forces in eV/Å.

The HOMO-LUMO gap comes out at 9.6508 eV. Its spin multiplicity is 1. The calculation puts the energy relative to the best compared isomer or geometry (same formula, charge and spin) at 3.499 eV. The LUMO energy is 0.7966 eV. The value obtained for the HOMO energy is -0.325 Eh.

---

Molecular formula: C36H33FN8O4SSr
Method: DFT, ωB97M-V/def2-TZVPD

```
84
Properties=species:S:1:pos:R:3:forces:R:3:nbo_charge:R:1
C -5.79655 -6.99761 0.54866 0.020 -0.079 0.084 -0.235
C -2.11385 0.06507 -3.32388 -0.024 -0.212 -0.044 0.775
C 0.55185 -3.10710 0.19150 0.078 0.145 0.004 0.399
H -7.23076 -8.62150 0.96230 0.018 -0.003 0.023 0.219
H -4.09606 4.60631 -0.88687 -0.008 0.011 0.013 0.223
C -4.69560 -3.32268 -2.36057 0.018 -0.011 -0.032 0.262
H -5.69044 -5.17767 -2.88839 -0.010 -0.002 0.005 0.208
N -6.86118 -8.48857 -1.08491 0.019 0.033 -0.020 -0.496
O -0.32416 -2.18965 -0.00824 -0.037 -0.269 0.082 -0.885
H -7.05816 -9.44443 -1.37401 -0.026 -0.003 0.031 0.436
F -5.41380 -4.50016 1.53169 -0.014 0.059 0.029 -0.341
C -5.15199 -4.11190 0.25843 0.028 0.045 0.009 0.379
C -1.28693 1.12433 5.08201 0.019 -0.020 -0.014 -0.132
N -2.30089 2.13528 0.48962 0.011 -0.070 0.007 -0.437
N -1.09211 0.54902 2.37285 0.001 0.015 -0.102 -0.472
H -3.93905 4.69762 3.90532 0.002 -0.003 0.011 0.210
H -6.12624 -6.63904 1.52770 0.019 -0.014 -0.032 0.220
N 3.18068 2.83049 1.68855 0.069 -0.107 -0.077 -0.825
H -4.30088 -5.35351 -6.01433 -0.010 0.009 0.000 0.215
N 1.89250 -0.32937 0.76817 0.020 -0.109 0.052 -0.369
H -4.41594 5.19825 1.52210 -0.002 0.000 0.001 0.211
C -7.69438 -6.21821 -0.68601 -0.052 0.017 0.034 -0.239
C -6.36807 -8.41569 0.33146 -0.048 -0.027 -0.076 -0.233
C 1.14310 -5.48558 0.19759 -0.103 -0.045 -0.025 -0.211
C -2.87451 2.89651 -0.41354 0.003 0.025 -0.067 0.079
H 3.21869 3.72744 1.23562 0.009 0.019 -0.018 0.383
H -2.94467 -4.43089 -5.35898 -0.006 0.012 -0.002 0.233
H -4.05447 -2.35968 0.83014 0.007 0.004 0.000 0.275
C 2.44072 -5.20090 0.61684 0.087 0.081 0.030 -0.322
C 2.40002 1.89476 1.01642 -0.199 0.166 0.195 0.286
C -3.36582 -1.35705 -1.49750 0.168 -0.241 0.260 0.597
H -2.82132 3.29579 5.59371 -0.010 0.010 -0.003 0.211
H 0.00115 -0.57279 5.33339 -0.004 0.008 0.013 0.222
O -1.07275 0.16089 -2.62130 -0.292 0.241 -0.317 -0.831
H 0.84485 -6.51564 0.02715 0.013 -0.005 -0.001 0.186
H -3.85226 -5.50743 -4.30779 -0.013 0.011 0.005 0.202
H -8.02759 -5.43256 -1.35857 0.002 0.003 -0.003 0.249
C -2.46410 2.44073 1.79102 0.001 -0.003 0.012 0.156
H 3.78533 -3.63026 1.15721 0.005 -0.012 0.002 0.197
N 2.71880 0.66441 1.29091 -0.097 -0.016 -0.126 -0.486
C -1.95243 1.93372 4.14459 -0.014 0.029 0.049 -0.116
C -3.65711 4.01700 -0.09404 0.030 -0.023 0.008 -0.252
O -2.97765 -0.73544 -0.51053 -0.162 0.164 -0.191 -0.665
H -0.78388 -4.69235 -0.33191 -0.010 0.002 -0.009 0.183
H -4.92703 -2.95826 -5.64298 0.009 -0.007 -0.005 0.222
H 3.16568 -5.98762 0.77852 -0.015 -0.015 -0.006 0.199
C -3.82871 4.33702 1.22552 0.013 -0.018 -0.017 -0.144
H -4.70776 -7.01513 0.54676 0.004 0.000 0.002 0.239
H -1.36530 1.35826 6.13737 -0.003 0.004 -0.001 0.210
H -3.49114 -1.51037 -4.87157 0.002 -0.005 0.000 0.236
C -3.22298 3.54151 2.21374 -0.028 0.058 0.023 -0.095
H -5.90396 -3.99788 -4.64068 0.013 -0.028 -0.001 0.190
C -1.81706 1.60630 2.78843 0.029 -0.004 -0.025 0.251
C -3.65321 -1.79402 -3.83829 0.106 0.077 -0.050 0.097
H -5.62848 -9.19882 0.47797 0.020 0.018 0.011 0.239
H -8.89459 -8.07472 -0.76314 -0.021 0.025 -0.012 0.224
O -2.44555 0.68124 -4.33672 0.038 0.021 0.025 -0.700
C 0.22732 -4.47527 -0.00430 0.040 -0.037 0.020 -0.284
H -8.26264 -7.56337 -2.34171 -0.001 0.031 0.001 0.228
N -4.44587 -2.89228 -3.64491 -0.067 -0.034 0.035 -0.390
H 4.06651 2.45768 1.99688 0.017 0.032 0.018 0.374
C -3.34996 3.83637 3.61376 0.010 -0.009 -0.027 -0.175
C -8.05988 -7.59823 -1.27312 0.063 -0.090 0.021 -0.222
H -6.11878 -8.10308 -1.67661 0.002 0.010 0.015 0.452
C 2.78185 -3.87588 0.82439 -0.053 -0.054 -0.015 -0.146
C -4.88054 -3.65638 -4.80858 -0.023 0.065 0.022 -0.203
Sr -0.54530 0.12330 -0.29893 0.331 0.467 0.337 1.802
C -5.59717 -4.92004 -0.78590 0.013 -0.025 -0.007 0.059
C 2.41873 -1.48886 0.92576 0.000 -0.145 0.020 0.100
C 1.88680 -2.81967 0.62157 0.020 0.033 0.020 -0.233
C -2.73925 3.06928 4.53743 0.017 -0.025 -0.008 -0.187
C -3.06358 -1.05610 -2.87299 -0.207 0.026 -0.041 -0.289
C -0.53956 0.06368 4.64714 -0.001 0.008 -0.043 -0.254
H -2.70710 2.62668 -1.45243 -0.001 -0.023 0.012 0.214
H 0.11966 -1.01033 2.88082 -0.010 0.000 0.001 0.221
S 1.15159 2.58156 0.02093 0.027 -0.207 0.040 -0.580
H -8.19882 -6.07036 0.27763 0.003 0.010 0.002 0.196
C -4.44884 -2.96453 0.02377 -0.010 -0.025 -0.032 -0.200
N -6.25010 -6.17033 -0.55504 -0.052 -0.028 -0.118 -0.482
C -0.47168 -0.18651 3.26760 0.036 -0.031 0.004 0.075
H 3.41552 -1.51075 1.37473 0.001 0.056 0.007 0.161
C -3.94359 -4.80773 -5.13992 0.043 -0.053 -0.016 -0.623
C -4.21129 -2.56050 -1.28750 0.088 0.047 -0.032 -0.173
C -5.37439 -4.52067 -2.08966 0.040 0.042 0.021 -0.278
```
Positions in Å, forces in eV/Å.

The HOMO-LUMO gap comes out at 3.5056 eV. Its spin multiplicity is 1. The LUMO energy is -1.8140 eV. The value obtained for the HOMO energy is -0.195 Eh.

---

Repeat the second record exactly.
Molecular formula: C2H5F2N
Method: DFT, ωB97M-V/def2-TZVPD

```
10
Properties=species:S:1:pos:R:3:forces:R:3:nbo_charge:R:1
F -1.45576 0.78434 0.61904 0.343 -0.452 -0.123 -0.352
N 0.66159 1.18511 0.01182 2.144 0.031 0.083 -0.874
C -0.37935 0.29711 -0.07206 -1.995 2.593 -3.333 0.503
H 1.43731 0.79805 -0.55663 -0.506 1.029 0.692 0.390
F 0.53504 -1.85464 -0.53850 1.478 -0.724 -2.122 -0.338
H -0.94514 -1.64811 0.67287 -0.087 0.998 -0.359 0.177
C -0.03995 -1.06878 0.36629 -3.709 -2.107 -0.047 -0.029
H -0.89059 0.43487 -1.76190 0.707 -0.989 3.407 -0.067
H 0.51559 -1.13713 1.22156 1.947 0.796 2.296 0.179
H 0.56125 2.20919 0.03751 -0.322 -1.176 -0.493 0.411
```
Positions in Å, forces in eV/Å.

The HOMO-LUMO gap comes out at 9.6508 eV. Its spin multiplicity is 1. The calculation puts the energy relative to the best compared isomer or geometry (same formula, charge and spin) at 3.499 eV. The LUMO energy is 0.7966 eV. The value obtained for the HOMO energy is -0.325 Eh.